Here is a molecular structure, C12H20NO in a non-equilibrium geometry from the OMol25 dataset. Energies are from ωB97M-V with the def2-TZVPD basis set.

CARTESIAN COORDINATES (ANGSTROEM)
C1 -3.032 1.992 0.600
C2 -1.806 2.636 0.619
C3 -2.982 0.667 0.829
C4 -0.612 1.957 0.900
C5 -1.858 -0.132 0.949
C6 -0.682 0.581 0.966
C7 0.607 2.714 1.184
C8 -2.018 -1.557 1.184
C9 1.054 -2.283 -2.289
C10 2.677 -1.406 -0.081
C11 1.744 0.527 -0.996
C12 0.420 -1.361 -1.300
N1 1.450 -0.684 -0.317
O1 0.924 -0.362 0.924
H1 -3.982 2.433 0.587
H2 -1.774 3.738 0.705
H3 -3.830 0.101 1.128
H4 0.251 3.382 2.007
H5 1.370 2.064 1.702
H6 0.979 3.227 0.351
H7 -0.969 -2.087 1.359
H8 -2.434 -1.801 2.120
H9 -2.669 -1.946 0.417
H10 1.517 -1.767 -3.027
H11 1.705 -3.041 -1.848
H12 0.182 -2.788 -2.703
H13 2.424 -2.525 0.151
H14 3.148 -1.551 -1.037
H15 3.346 -1.010 0.702
H16 0.814 1.254 -1.059
H17 2.380 1.108 -0.371
H18 2.128 0.393 -2.000
H19 -0.309 -1.930 -0.663
H20 -0.162 -0.540 -1.693

## Properties
HOMO energy	-0.460	Eh
E	-598.8257	Eh
net charge	+1
largest force on an atom	4.6	eV/Å
lowest unoccupied orbital energy	-0.114	hartree
gap between HOMO and LUMO	9.44	eV

=====

Here is a molecular structure, C4H8AgCl4O4P in a non-equilibrium geometry from the OMol25 dataset. Energies are from ωB97M-V with the def2-TZVPD basis set.

CARTESIAN COORDINATES (ANGSTROEM)
Ag1 -11.378 -36.680 19.739
P1 -12.268 -38.369 18.138
O1 -12.930 -39.526 17.464
O2 -11.396 -38.878 19.413
O3 -13.261 -37.764 19.221
O4 -11.420 -37.279 17.480
Cl1 -11.519 -31.137 19.901
C1 -10.683 -31.717 18.441
C2 -9.607 -32.730 18.763
Cl2 -10.317 -34.263 19.344
H1 -10.252 -30.850 17.942
H2 -11.411 -32.155 17.762
H3 -8.927 -32.350 19.520
H4 -9.065 -32.957 17.846
Cl3 -9.157 -38.433 23.684
C3 -10.892 -38.282 24.058
C4 -11.727 -37.866 22.879
Cl4 -11.282 -36.214 22.333
H5 -10.970 -37.573 24.880
H6 -11.236 -39.248 24.427
H7 -12.776 -37.807 23.164
H8 -11.651 -38.527 22.016

## Properties
HOMO energy (spin up / spin down)	-0.162 / -0.157	Eh
multiplicity	2
E	-2787.3491	Eh
net charge	-1
largest force on an atom	2.3	eV/Å
lowest unoccupied orbital energy (spin up / spin down)	0.090 / 0.090	hartree
expectation value of S²	0.76
gap between HOMO and LUMO (spin up / spin down)	6.87 / 6.74	eV

=====

Here is a gas-phase ion, C2H8N3 (charge +1) in a non-equilibrium geometry from the OMol25 dataset. Energies are from ωB97M-V with the def2-TZVPD basis set.

CARTESIAN COORDINATES (ANGSTROEM)
C1 -1.632 -0.656 0.242
N1 -0.591 0.098 -0.316
C2 0.747 0.228 -0.094
N2 1.258 1.411 0.201
N3 1.410 -0.888 -0.137
H1 -1.223 -1.725 0.315
H2 -1.911 -0.405 1.415
H3 -2.620 -0.498 -0.437
H4 -1.051 1.067 -0.361
H5 1.844 1.805 -0.476
H6 0.664 2.209 0.377
H7 0.721 -1.679 -0.416
H8 2.384 -0.966 -0.313

## Properties
HOMO energy	-0.546	Eh
E	-244.9916	Eh
net charge	+1
largest force on an atom	6.0	eV/Å
SMILES	CNC(N)=[NH2+]
lowest unoccupied orbital energy	-0.135	hartree
gap between HOMO and LUMO	11.18	eV

=====

Here is 4 unconnected molecules or ions with the total composition C13H36O5P2S2 from the OMol25 dataset. Energies are from ωB97M-V with the def2-TZVPD basis set.

CARTESIAN COORDINATES (ANGSTROEM)
C1 0.669 0.194 -0.561
C2 -0.735 -0.352 -0.772
S1 -1.114 -1.426 0.630
C3 -2.253 -2.663 -0.031
P1 -3.911 -2.186 -0.726
C4 -4.285 -0.512 -0.071
O1 -4.217 -0.577 1.335
O2 -4.982 0.529 1.829
P2 -3.379 -1.562 -2.760
S2 -3.708 0.330 -3.117
H1 0.665 0.876 0.286
H2 0.959 0.769 -1.437
H3 1.391 -0.595 -0.382
H4 -1.443 0.466 -0.788
H5 -0.806 -0.898 -1.703
H6 -2.462 -3.331 0.797
H7 -1.749 -3.257 -0.792
H8 -5.305 -0.300 -0.384
H9 -3.643 0.259 -0.473
H10 -4.368 1.265 1.675
H11 -2.069 -2.018 -2.997
H12 -4.121 -2.436 -3.553
C5 -3.547 4.729 0.886
C6 -2.742 3.496 0.510
C7 -1.789 3.765 -0.644
O3 -3.605 2.400 0.196
H13 -4.156 5.053 0.038
H14 -4.217 4.512 1.718
H15 -2.895 5.554 1.171
H16 -2.173 3.157 1.378
H17 -2.350 4.061 -1.534
H18 -1.223 2.868 -0.891
H19 -1.090 4.565 -0.399
H20 -4.126 2.637 -0.581
C8 2.284 -0.862 3.346
C9 2.120 -2.375 3.372
C10 2.953 -3.046 2.289
O4 0.747 -2.734 3.251
H21 1.946 -0.466 2.384
H22 1.685 -0.400 4.131
H23 3.327 -0.573 3.486
H24 2.423 -2.755 4.349
H25 2.633 -2.702 1.302
H26 2.828 -4.128 2.328
H27 4.014 -2.814 2.404
H28 0.449 -2.410 2.392
C11 5.250 -1.276 -2.710
C12 4.248 -0.455 -1.914
C13 4.768 0.941 -1.610
O5 3.881 -1.130 -0.711
H29 6.175 -1.399 -2.139
H30 4.851 -2.267 -2.921
H31 5.497 -0.790 -3.655
H32 3.317 -0.377 -2.477
H33 5.679 0.881 -1.007
H34 4.029 1.510 -1.047
H35 5.003 1.484 -2.527
H36 4.671 -1.229 -0.170

## Properties
HOMO energy	-0.313	Eh
E	-2372.0714	Eh
net charge	0
largest force on an atom	0.8	eV/Å
SMILES	CCSCP(COO)[PH2]=S.CC(C)O.CC(C)O.CC(C)O
lowest unoccupied orbital energy	0.017	hartree
gap between HOMO and LUMO	8.97	eV

=====

Here is C9H10N2 in the gas phase in a non-equilibrium geometry from the OMol25 dataset. Energies are from ωB97M-V with the def2-TZVPD basis set.

CARTESIAN COORDINATES (ANGSTROEM)
C1 -0.318 0.932 2.966
C2 0.541 0.022 3.605
N1 1.207 -0.536 2.392
C3 0.736 -0.014 1.194
C4 1.185 -0.438 -0.377
N2 0.083 -0.271 -1.368
C5 -1.234 -0.419 -1.335
C6 -1.770 -0.154 -2.551
C7 -0.664 0.249 -3.359
C8 0.460 0.123 -2.630
C9 -0.193 0.906 1.584
H1 -0.974 1.554 3.545
H2 0.500 -0.476 4.549
H3 1.721 -1.474 2.381
H4 1.960 0.210 -0.656
H5 1.485 -1.452 -0.444
H6 -1.879 -0.579 -0.431
H7 -2.872 -0.314 -2.789
H8 -0.762 0.559 -4.457
H9 1.575 -0.001 -2.785
H10 -0.786 1.574 0.967

## Properties
HOMO energy	-0.306	Eh
E	-458.3722	Eh
net charge	0
largest force on an atom	5.8	eV/Å
SMILES	c1c[nH]c(Cn2cccc2)c1
lowest unoccupied orbital energy	0.031	hartree
gap between HOMO and LUMO	9.17	eV

=====

Here is a molecular structure, C8H16Br6N2O2 in a non-equilibrium geometry from the OMol25 dataset. Energies are from ωB97M-V with the def2-TZVPD basis set.

CARTESIAN COORDINATES (ANGSTROEM)
C1 1.250 2.410 -3.575
O1 0.077 2.263 -3.826
N1 1.865 1.900 -2.490
C2 3.247 2.318 -2.263
C3 1.210 1.154 -1.459
H1 1.865 3.121 -4.148
H2 3.448 3.061 -1.491
H3 3.719 2.784 -3.129
H4 3.762 1.397 -1.989
H5 2.002 1.079 -0.714
H6 0.241 1.611 -1.259
H7 1.092 0.096 -1.693
C4 -2.406 -1.919 2.956
O2 -3.360 -2.589 3.173
N2 -2.376 -0.848 2.099
C5 -1.217 -0.113 1.692
C6 -3.603 -0.567 1.265
H8 -1.456 -1.984 3.509
H9 -0.542 -0.788 1.165
H10 -0.652 0.440 2.443
H11 -1.473 0.708 1.023
H12 -4.338 0.066 1.762
H13 -3.370 -0.087 0.315
H14 -4.115 -1.460 0.905
C7 1.502 -0.066 0.643
Br1 -0.270 0.272 -0.253
Br2 2.495 -1.409 -0.519
Br3 1.382 -0.768 2.506
H15 1.932 0.935 0.603
C8 -0.335 -2.479 0.469
Br4 0.350 -4.204 -0.239
Br5 -0.163 -2.632 2.402
Br6 -2.181 -1.961 -0.070
H16 0.416 -1.741 0.189

## Properties
HOMO energy	-0.256	Eh
E	-16017.7151	Eh
net charge	0
largest force on an atom	9.5	eV/Å
lowest unoccupied orbital energy	-0.055	hartree
gap between HOMO and LUMO	5.49	eV

=====

Among the records above, which one has the highest largest force on an atom?
C8H16Br6N2O2

=====

Among the records above, which one has the lowest E?
C8H16Br6N2O2

=====

Look up the net charge of the sixth one.
0